115
Properties=species:S:1:pos:R:3:forces:R:3 method="wB97M-V/def2-TZVPD" multiplicity=3 largest_force_ha_per_bohr=0.0058 e_homo_ev="-12.162 / -12.359" total_charge=+2 s_squared=2.0365 gap_ev="6.223 / 6.175"
Mo 0.2618 -0.1392 -0.2099 -0.19 0.23 -0.03
Cl 1.2027 -1.9931 -2.4945 -0.10 -0.02 0.00
S 1.3350 1.8809 -1.0470 0.15 -0.06 0.06
S 2.4205 -0.2039 0.9958 0.18 -0.07 0.08
S 0.9635 3.5281 4.7939 0.01 0.00 0.02
S 1.9675 3.3509 1.9833 -0.02 0.07 0.00
P -2.4279 1.6996 0.6992 -0.01 -0.05 0.02
P -2.8482 -0.1556 -1.4701 -0.12 0.04 0.03
O 0.1040 -2.7452 -2.9675 0.06 -0.01 -0.01
O 1.0796 -1.8948 -0.9658 -0.03 0.05 0.03
O -1.4180 -0.6152 -1.2848 0.14 -0.05 -0.05
O -3.2982 0.5978 -0.1137 0.01 -0.05 0.07
O 2.4579 -2.5878 -2.7445 0.06 -0.01 -0.02
O -0.9817 1.5227 0.3195 0.11 -0.05 -0.09
O 1.1555 -0.6208 -2.9414 -0.05 0.02 0.00
N -2.8659 3.2036 0.2918 0.04 -0.01 -0.04
N -2.8658 1.4337 2.2238 -0.13 0.11 -0.04
N 4.6091 -0.1949 -0.5199 -0.05 0.02 -0.03
N -3.9274 -1.3366 -1.6126 -0.09 0.06 0.00
N 3.8915 2.2404 -1.6482 0.01 0.00 0.02
N -2.9534 0.8977 -2.6888 0.07 -0.02 0.02
N 2.6538 5.1628 3.8302 -0.01 0.02 -0.01
C -4.6363 -1.6384 -2.8570 0.04 -0.05 0.00
C 3.5703 3.3986 -2.5025 0.01 -0.01 -0.01
C -2.4470 -4.3615 2.4449 -0.02 0.01 -0.05
C -4.2152 3.6810 0.5892 0.00 0.02 0.01
C 8.5925 -1.2565 1.6860 0.00 0.00 0.00
C 4.6808 3.7975 -4.7228 -0.01 0.01 0.00
C 3.1707 1.9353 -4.5067 0.01 0.01 0.01
C 0.0160 0.0365 2.7963 0.09 -0.06 -0.03
C 3.4062 1.5927 -5.8280 0.01 0.01 -0.01
C 2.6461 5.5547 5.2348 -0.03 0.04 0.00
C 1.3633 4.9706 5.8282 0.03 0.00 0.04
C -1.2964 -2.9242 0.8807 0.18 -0.10 0.06
C -0.2296 -0.7857 1.7211 -0.21 -0.02 0.03
C -0.9592 -2.0114 1.9159 -0.09 0.06 0.04
C 1.9475 4.0957 3.4656 0.01 -0.05 0.00
C -2.4090 2.4044 3.2245 -0.01 -0.01 -0.01
C 3.4482 0.3330 -0.2354 0.00 -0.04 0.00
C 6.2757 -1.0563 1.0599 0.00 0.02 0.01
C 5.1377 -1.4070 0.1354 0.01 -0.02 0.00
C -1.4030 -2.3242 3.2330 0.07 -0.06 0.00
C 5.3150 1.8882 -1.5496 -0.02 -0.01 0.00
C -4.2390 -2.2118 -0.4794 -0.06 0.10 0.04
C -2.0100 -4.0616 1.1396 0.13 -0.05 0.08
C 4.2745 2.3549 -6.6013 0.00 0.00 0.01
C -3.7010 0.3554 2.7443 0.02 -0.06 0.02
C -1.9204 1.0452 -3.7175 -0.01 0.02 -0.01
C 2.9931 1.5204 -1.0382 -0.07 0.01 -0.09
C -4.2042 1.6110 -2.9415 -0.02 0.00 0.00
C -2.1115 4.0314 -0.6461 0.00 0.00 0.00
C 5.4632 0.3910 -1.5591 0.00 0.02 -0.01
C 7.1125 0.1230 2.9837 0.00 0.00 0.00
C -1.0913 -1.4604 4.3100 0.07 -0.01 0.02
C 8.3782 -0.4050 2.7580 0.00 0.00 -0.01
C -2.1484 -3.5066 3.4646 -0.01 0.03 0.00
C 4.9087 3.4571 -6.0503 0.00 -0.01 0.00
C 6.0631 -0.2013 2.1397 0.01 -0.01 0.00
C 3.8097 3.0420 -3.9498 0.00 -0.01 0.00
C -0.3946 -0.3068 4.0982 0.02 -0.04 0.04
C 7.5428 -1.5780 0.8350 0.00 0.00 0.00
H 5.5852 4.0511 -6.6495 0.00 0.00 0.00
H -4.8435 3.6682 -0.3046 0.01 0.01 -0.01
H -3.9786 -0.3324 1.9531 -0.01 -0.02 -0.01
H -3.2235 3.0673 3.5265 -0.01 0.00 -0.01
H -5.6922 -1.3750 -2.7754 0.00 -0.01 0.01
H 3.3181 5.5470 3.1759 -0.01 0.01 0.00
H 2.4897 1.3359 -3.9114 -0.01 0.00 0.00
H -0.1433 0.3461 4.9248 -0.01 0.01 0.01
H 1.5074 4.6476 6.8556 -0.01 0.02 0.01
H 2.9114 0.7316 -6.2571 0.00 0.00 0.00
H -4.1644 4.7038 0.9630 0.00 0.00 0.01
H 6.4923 0.1176 -1.3319 0.00 0.00 0.00
H -4.1255 -3.2523 -0.7837 0.00 0.02 0.00
H -3.1475 -0.1920 3.5083 -0.07 0.04 -0.05
H -1.0840 3.6858 -0.7070 0.00 0.00 0.00
H -2.0491 1.8622 4.0974 0.01 0.00 0.00
H 0.5401 5.6805 5.7914 -0.01 -0.01 -0.04
H -4.9031 1.4618 -2.1193 0.00 0.00 0.00
H 9.1946 -0.1555 3.4220 0.00 0.00 0.00
H 4.2162 4.2194 -2.1886 0.01 0.00 0.00
H 0.5470 0.9731 2.6495 -0.02 0.01 0.00
H 5.8185 2.3181 -2.4132 0.00 0.00 0.00
H -0.9813 -2.7437 -0.1357 0.06 0.00 -0.02
H -2.5636 4.0169 -1.6416 0.00 0.00 0.00
H 5.7248 2.3264 -0.6364 0.00 0.00 0.00
H 2.6493 6.6403 5.3157 0.03 0.00 0.02
H -4.1939 -1.1014 -3.6913 -0.01 0.02 -0.01
H -2.1105 5.0599 -0.2842 0.00 0.00 0.00
H 5.0740 0.2005 2.3328 -0.01 0.00 0.00
H -4.5539 -2.7052 -3.0625 0.01 0.00 -0.01
H 9.5748 -1.6734 1.5103 0.00 0.00 0.00
H 3.5332 5.1666 5.7395 -0.01 -0.05 -0.01
H -3.0099 -5.2655 2.6335 0.01 -0.01 0.00
H 5.1845 -0.0315 -2.5283 -0.01 -0.02 0.01
H -3.5481 -2.0361 0.3445 -0.14 0.02 -0.09
H -4.6726 1.2616 -3.8636 0.00 0.00 -0.01
H -4.0043 2.6791 -3.0399 0.00 0.00 0.00
H 2.5401 3.6880 -2.3107 -0.01 0.00 0.00
H -2.2301 -4.7463 0.3306 -0.01 -0.01 0.00
H -4.6103 0.7674 3.1877 0.00 0.02 -0.01
H -1.4176 -1.7357 5.3058 0.01 -0.01 0.01
H -1.5833 3.0006 2.8370 0.01 0.02 0.01
H -1.6022 2.0883 -3.7710 -0.01 0.00 0.00
H 5.1796 4.6586 -4.2928 0.00 0.00 0.00
H 4.3131 -1.8903 0.6539 -0.01 0.01 0.00
H -2.4720 -3.7209 4.4759 0.01 -0.01 0.00
H 7.7107 -2.2497 0.0009 0.00 0.00 0.00
H 6.9424 0.7795 3.8266 0.00 0.00 0.00
H 5.4788 -2.0671 -0.6639 -0.01 0.01 -0.01
H -1.0604 0.4223 -3.4893 0.02 -0.02 0.01
H -2.3200 0.7526 -4.6905 0.01 -0.01 0.00
H -4.6805 3.0560 1.3489 -0.01 -0.01 0.01
H -5.2630 -2.0482 -0.1391 -0.02 0.01 -0.02
H 4.4562 2.0865 -7.6331 0.00 0.00 0.00